# 1
Here is C2H4ClP in the gas phase from the Open Molecules 2025 dataset. Energies are from ωB97M-V/def2-TZVPD.

The geometry in XYZ format:
```
8
Properties=species:S:1:pos:R:3:lowdin_spin:R:1
C -1.35540 -0.53497 0.37199 0.638
C 1.01823 0.94714 -0.43958 0.706
P 0.27107 -0.55153 -0.02017 0.410
Cl 2.72524 0.58281 -0.90499 0.123
H -2.09632 -0.25603 -0.36637 0.034
H -1.64036 -0.82239 1.37373 0.037
H 0.30443 1.50414 -1.21853 0.023
H 0.77311 -0.86917 1.20392 0.029
```

Results
**E_LUMO (alpha / beta)**: 0.03469 / -0.05713 Eh
**HOMO (alpha / beta)**: -7.36 / -9.73 eV
**Orbital gap (alpha / beta)**: 8.307 / 8.172 eV
**Multiplicity**: 3

---

# 2
Here is 2 unconnected molecules or ions with the total composition C2H4F2Si from the Open Molecules 2025 dataset. Energies are from ωB97M-V/def2-TZVPD.

The geometry in XYZ format:
```
9
Properties=species:S:1:pos:R:3:nbo_charge:R:1
C 1.74701 -0.57651 -0.67913 -0.610
C 2.84411 -0.02584 -0.12310 0.680
F 4.10124 -0.48586 -0.04068 -0.309
F 2.66141 1.04634 0.67727 -0.336
Si -0.46905 0.48144 -0.05612 0.813
H 1.78888 -1.22972 -1.51882 0.206
H 0.23540 1.14967 1.02816 -0.144
H -1.81298 -0.27397 0.40188 -0.125
H -0.68735 1.25781 -1.20254 -0.175
```

Results
**E_LUMO**: -0.00647 Eh
**HOMO**: -9.32 eV
**Orbital gap**: 9.148 eV

---

# 3
Here is a molecular structure, C2H4F6N4O17S6Zr from the Open Molecules 2025 dataset. Energies are from ωB97M-V/def2-TZVPD.

The geometry in XYZ format:
```
40
Properties=species:S:1:pos:R:3:lowdin_charge:R:1
Zr -17.40574 5.80538 7.36343 1.792
O -17.36408 6.34981 5.20517 -0.377
C -16.08226 6.86167 4.80745 -0.297
C -14.92139 6.89113 5.88045 -0.300
O -15.40083 6.66027 7.19283 -0.387
H -16.24527 7.91474 4.54925 0.087
H -15.74260 6.40864 3.87095 0.092
H -14.33203 7.81142 5.87671 0.096
H -14.23386 6.06404 5.66368 0.089
N -16.71405 3.82558 7.24725 -0.375
S -16.20782 2.75962 6.11344 0.474
O -16.99378 1.59670 5.78616 -0.227
O -14.80284 2.78748 5.81845 -0.238
F -16.83333 3.63913 4.93365 -0.201
S -16.35257 2.51999 8.33146 0.542
O -14.98266 2.17668 8.58946 -0.216
O -17.39414 1.54414 8.48983 -0.233
F -16.59287 3.48501 9.56972 -0.213
N -17.27322 6.23269 9.43404 -0.390
S -18.53594 6.79814 10.56404 0.596
O -18.56956 8.22406 10.79224 -0.228
O -19.05010 5.87507 11.53080 -0.233
F -19.68473 6.68556 9.45293 -0.212
S -16.29354 6.18612 10.70861 0.454
O -16.44954 5.15506 11.68612 -0.248
O -15.76661 7.47732 11.04592 -0.237
F -15.06366 5.55258 9.89199 -0.199
N -19.41789 5.18746 7.20044 -0.416
S -20.12181 3.73508 7.84743 0.609
O -19.68607 2.48977 7.28081 -0.240
O -21.36930 3.82825 8.57339 -0.242
F -19.13491 3.74365 9.12232 -0.217
S -20.71669 5.57573 6.36880 0.494
O -21.70871 4.61032 5.91255 -0.264
O -20.43136 6.63378 5.46438 -0.236
F -21.44199 6.32834 7.57340 -0.175
N -18.44496 9.12650 7.13088 -0.540
O -18.59811 9.92954 8.06662 0.005
O -18.38179 9.45711 5.95204 0.026
O -18.31619 7.89482 7.43568 -0.217
```

Results
**E_LUMO**: 0.10763 Eh
**HOMO**: -3.70 eV
**Total charge**: -2
**Orbital gap**: 6.629 eV

---

# 4
Here is 2 unconnected molecules or ions with the total composition C2H4FIO from the Open Molecules 2025 dataset. Energies are from ωB97M-V/def2-TZVPD.

The geometry in XYZ format:
```
9
Properties=species:S:1:pos:R:3:nbo_charge:R:1
C -1.27111 -0.54816 0.37342 -0.266
C 0.57048 0.64377 -0.50174 0.769
O -0.32558 -0.24422 -0.72268 -0.412
F 0.71367 1.22548 0.63224 -0.243
I 3.75936 -0.55478 -0.03338 -0.752
H -1.90097 -1.42417 0.13007 0.243
H -1.93210 0.30671 0.28980 0.201
H -0.70877 -0.43426 1.24593 0.222
H 1.09501 1.02964 -1.41366 0.237
```

Results
**E_LUMO (alpha / beta)**: -0.05729 / -0.05769 Eh
**HOMO (alpha / beta)**: -7.48 / -7.48 eV
**Orbital gap (alpha / beta)**: 5.921 / 5.910 eV

---

# 5
Here is C2H4FN in the gas phase from the Open Molecules 2025 dataset. Energies are from ωB97M-V/def2-TZVPD.

The geometry in XYZ format:
```
8
Properties=species:S:1:pos:R:3:nbo_charge:R:1
C -0.38009 -0.13690 -0.26041 0.629
C 0.62599 0.14961 0.75935 -0.697
N -0.13805 0.15598 -1.43327 -0.677
F -1.52707 -0.72449 0.11035 -0.337
H 0.80044 -0.87387 1.20177 0.235
H 0.07501 0.88192 1.50470 0.235
H 1.52458 0.60592 0.30182 0.258
H -0.98082 -0.05818 -2.18432 0.355
```

Results
**Structure (SMILES)**: [H]/N=C(/C)F
**E_LUMO**: 0.03774 Eh
**HOMO**: -10.66 eV
**Orbital gap**: 11.684 eV

---

# 6
Here is a molecular structure, C2H4FN2O from the Open Molecules 2025 dataset. Energies are from ωB97M-V/def2-TZVPD.

The geometry in XYZ format:
```
10
Properties=species:S:1:pos:R:3:nbo_charge:R:1
C 1.57653 -0.57635 0.60049 0.330
C -1.27399 0.67672 -1.05217 0.339
N 0.75517 0.35686 0.03573 0.167
N 0.71604 -0.82275 1.49162 -0.421
O 0.00644 -0.02284 -0.93706 -0.234
F -1.71081 0.71518 0.19916 -0.303
H 2.53427 -0.94633 0.26350 0.246
H -1.20218 1.67337 -1.43538 0.198
H -1.77600 -0.05142 -1.58742 0.190
H 0.37451 -1.00243 2.42154 0.489
```

Results
**E_LUMO (alpha / beta)**: -0.24772 / -0.24771 Eh
**HOMO (alpha / beta)**: -16.49 / -16.49 eV
**Total charge**: +1
**Orbital gap (alpha / beta)**: 9.748 / 9.749 eV

---

# 7
Here is C2H4FNO in the gas phase from the Open Molecules 2025 dataset. Energies are from ωB97M-V/def2-TZVPD.

The geometry in XYZ format:
```
9
Properties=species:S:1:pos:R:3:nbo_charge:R:1
C -0.60742 -0.14589 0.05012 0.639
C 0.82729 -0.76919 0.10547 -0.046
H -1.53681 1.71184 0.02316 0.402
H 0.20145 1.71041 0.32528 0.399
H 0.86138 -1.14685 1.10807 0.190
H 0.96062 -1.63327 -0.66326 0.206
N -0.65268 1.29421 -0.01446 -0.844
O -1.62485 -0.79296 -0.07748 -0.588
F 1.75130 0.23696 -0.11174 -0.358
```

Results
**Structure (SMILES)**: NC(=O)CF
**E_LUMO**: 0.03327 Eh
**HOMO**: -10.17 eV
**Orbital gap**: 11.072 eV

---

# 8
Here is 2 unconnected molecules or ions with the total composition C2H4FNO from the Open Molecules 2025 dataset. Energies are from ωB97M-V/def2-TZVPD.

The geometry in XYZ format:
```
9
Properties=species:S:1:pos:R:3:nbo_charge:R:1
C 1.19934 -0.91485 -0.03538 0.815
C -1.28234 -0.22635 -0.20661 -0.412
N -0.00516 -0.93482 -0.09335 -0.540
O 2.33058 -0.99901 0.20605 -0.534
F 0.98010 2.01624 0.28883 -0.563
H 1.29587 1.17918 0.64973 0.564
H -1.16057 0.76840 0.23796 0.228
H -1.41481 0.08202 -1.22420 0.214
H -1.94299 -0.97081 0.17697 0.227
```

Results
**Structure (SMILES)**: CN=C=O.F
**E_LUMO**: 0.01988 Eh
**HOMO**: -10.56 eV
**Orbital gap**: 11.099 eV

---

# 9
Here is 2 unconnected molecules or ions with the total composition C2H4FPSi from the Open Molecules 2025 dataset. Energies are from ωB97M-V/def2-TZVPD.

The geometry in XYZ format:
```
9
Properties=species:S:1:pos:R:3:nbo_charge:R:1
C 1.57668 1.72974 -1.95895 -0.559
C 1.44951 0.58301 -1.34624 -0.424
F 3.38022 1.89548 -0.03854 -0.618
Si -0.14487 -0.66205 0.77163 0.885
P 3.24173 1.07827 -1.52934 0.929
H 1.10120 2.56679 -2.26120 0.214
H -0.91709 -1.19692 -0.21229 -0.168
H -0.21869 0.85592 1.12972 -0.111
H 0.37559 -1.44418 1.90238 -0.148
```

Results
**E_LUMO**: -0.05435 Eh
**HOMO**: -7.90 eV
**Orbital gap**: 6.417 eV

---

# 10
Here is a molecular structure, C2H4GaO2 from the Open Molecules 2025 dataset. Energies are from ωB97M-V/def2-TZVPD.

The geometry in XYZ format:
```
9
Properties=species:S:1:pos:R:3:lowdin_spin:R:1
C -0.33970 0.45490 -0.35448 0.010
C -1.46639 -0.16564 0.09061 0.016
O 0.72113 -0.03058 0.39775 0.016
H -0.10546 1.43916 -0.75212 0.001
H -2.35502 0.46709 0.13728 0.002
H -1.64940 -1.19774 -0.22031 0.001
Ga 3.26575 0.29352 0.21501 0.651
O 1.82020 -0.41769 -0.42712 0.304
H 0.10890 -0.84302 0.91338 0.000
```

Results
**E_LUMO (alpha / beta)**: -0.39627 / -0.52747 Eh
**HOMO (alpha / beta)**: -20.15 / -20.11 eV
**Total charge**: +2
**Orbital gap (alpha / beta)**: 9.369 / 5.756 eV
**Multiplicity**: 2

---

# 11
Here is a molecular structure, C2H4GdLiO from the Open Molecules 2025 dataset. Energies are from ωB97M-V/def2-TZVPD.

The geometry in XYZ format:
```
9
Properties=species:S:1:pos:R:3:lowdin_spin:R:1
O -0.71934 0.55837 -0.81789 0.114
Gd -1.02829 2.71674 -1.34570 7.830
C 0.43149 -0.13312 -0.44320 0.020
C 0.47803 -0.58748 0.96210 0.001
H 0.84331 -0.75686 -1.24731 0.001
H -0.23672 -0.24123 1.71827 0.000
H 1.14774 -1.42121 1.18768 0.000
Li -2.12912 -0.74747 -0.40017 0.030
H 1.21290 0.61228 0.38622 0.003
```

Results
**E_LUMO (alpha / beta)**: -0.51552 / -0.51923 Eh
**HOMO (alpha / beta)**: -21.91 / -25.18 eV
**Total charge**: +3
**Orbital gap (alpha / beta)**: 7.881 / 11.055 eV
**Multiplicity**: 9

---

# 12
Here is C2H4I2N2O in the gas phase from the Open Molecules 2025 dataset. Energies are from ωB97M-V/def2-TZVPD.

The geometry in XYZ format:
```
11
Properties=species:S:1:pos:R:3:nbo_charge:R:1
C -0.14497 -0.88767 -1.07889 -0.667
C 0.68001 -0.93855 0.19854 -0.003
N 1.34625 0.07907 0.61076 0.073
N -1.29566 1.04968 0.72370 -0.872
O 1.56222 1.26477 0.32400 -0.347
I -1.26833 1.44285 2.73010 0.324
I -0.47308 2.41641 -0.41913 0.584
H 0.01239 0.10465 -1.54809 0.222
H 0.07166 -1.77981 -1.62932 0.227
H -1.11819 -0.89642 -0.88106 0.233
H 0.62770 -1.85498 0.96939 0.226
```

Results
**E_LUMO (alpha / beta)**: -0.03136 / -0.05339 Eh
**HOMO (alpha / beta)**: -8.46 / -8.71 eV
**Orbital gap (alpha / beta)**: 7.606 / 7.254 eV

---

The records above yield E_tot values of -23945.4060 -15447.6407 -125498.4373 -15001.6848 -6345.7174 -9870.5746 -8393.8476 -8393.3279 -22017.4438 -58581.6993 -25192.1848 -23361.0657 eV, respectively.
The records above yield energy relative to the best compared isomer or geometry (same formula, charge and spin) values of 47.55 145.96 80.73 47.97 6.51 53.67 9.22 21.20 77.89 72.24 0.00 122.44 kcal per mole, respectively.